27
Properties=species:S:1:pos:R:3:forces:R:3 method="wB97M-V/def2-TZVPD" smiles="CC1(C)C(=O)N(c2ccccc2)[C@@H]1S" lumo_energy_ev=0.6 relative_energy_ev=0.000 max_force_ev_per_a=0.67 gap_ev=9.201 e_tot_ev=-25990.9998
C 2.28698 -1.06321 0.40626 -0.1 0.0 0.1
C 3.66724 -1.14476 0.40777 0.0 0.0 0.0
H -0.66911 -1.09719 1.37091 0.0 0.1 0.0
H 4.40285 1.89280 -0.86746 0.0 0.1 0.0
H 1.94067 2.05014 -0.87662 -0.1 0.1 0.0
H -1.81348 0.99044 2.11483 0.0 0.0 0.1
H -3.23804 0.04921 1.64474 -0.1 0.0 0.0
N 0.27596 0.18857 -0.05882 0.2 -0.1 0.1
C -0.60771 1.20123 -0.32590 -0.4 0.1 0.0
H 4.14492 -2.04356 0.76842 0.0 -0.1 0.0
H -3.41515 -0.79680 -0.83900 0.0 0.0 0.0
C -0.73659 -0.76585 0.33134 0.0 -0.6 -0.3
C 4.43257 -0.08498 -0.04762 0.1 0.0 0.0
S -0.77192 -2.31020 -0.63851 0.0 -0.1 0.4
C -2.78600 0.05874 -1.07769 0.2 0.1 0.1
H 5.50986 -0.15366 -0.04232 0.1 0.0 0.0
C 3.81059 1.06353 -0.51055 0.0 -0.1 0.0
C 2.43256 1.15934 -0.52068 -0.1 0.1 0.0
H -3.41635 0.93246 -1.22156 -0.1 0.1 0.0
C -2.52384 0.80024 1.31257 0.2 0.0 -0.2
H -0.61112 -1.74238 -1.83038 0.0 0.1 -0.2
C -1.80864 0.32516 0.05534 -0.3 0.1 0.1
C 1.66624 0.09222 -0.05824 0.3 0.0 0.0
H -3.05682 1.72436 1.10263 -0.1 0.1 0.0
H -2.26572 -0.13763 -2.01286 -0.1 0.0 -0.1
H 1.69546 -1.89378 0.75919 0.0 0.0 0.0
O -0.45661 2.33133 -0.69713 0.0 0.3 -0.1